[1]
Computed, not measured: a molecular structure, C4H6O2 at a distorted geometry, with ωB97M-V/def2-TZVPD.

The geometry in XYZ format:
```
12
Properties=species:S:1:pos:R:3
O -0.68362 -1.99423 0.30355
C -0.11775 -1.16597 0.99655
C 0.70109 0.08603 -0.37077
C -0.44191 0.82778 -1.05880
O -1.26209 0.87309 0.11859
C -0.23731 0.30450 0.89838
H 0.52949 -0.98984 -0.64386
H 0.81576 -1.37382 1.57221
H 1.73106 0.43963 -0.33126
H -0.16887 1.82410 -1.39898
H -0.91946 0.24828 -1.85204
H 0.05358 0.92045 1.76643
```

Summary:
total charge	0
E	-306.3773	hartree
energy relative to the best compared isomer or geometry (same formula, charge and spin)	80.92	kcal/mol
highest occupied orbital energy	-9.46	eV
largest force on an atom	2.6	eV/Å
orbital gap	10.366	eV

[2]
Computed, not measured: a single C4H6O2 molecule at a distorted geometry, with ωB97M-V/def2-TZVPD.

The geometry in XYZ format:
```
12
Properties=species:S:1:pos:R:3
O -1.91048 0.85554 -0.55905
C -1.43279 0.55686 0.51824
C -0.01809 0.27965 0.71819
C 0.58346 0.55421 -0.93430
C 0.90849 -0.57059 -0.10502
O 0.55734 -1.84408 -0.52262
H -2.07853 0.58469 1.41713
H 0.35880 0.47672 1.74434
H 1.17901 1.44558 -1.05274
H -0.10935 0.35419 -1.76557
H 1.89852 -0.45562 0.33417
H 0.06361 -2.23713 0.20724
```

Summary:
total charge	0
E	-306.3886	hartree
energy relative to the best compared isomer or geometry (same formula, charge and spin)	73.83	kcal/mol
highest occupied orbital energy	-9.32	eV
largest force on an atom	1.2	eV/Å
orbital gap	9.795	eV
structure (SMILES)	O=C[C@@H]1C[C@@H]1O